# C21H22N2O6

A single C21H22N2O6 molecule (ωB97M-V/def2-TZVPD, the OMol25 dataset).

Positions of all 51 atoms, in Å:
H1 -3.175 1.837 2.364
H2 -4.100 0.758 3.445
O1 0.625 -1.064 -0.046
C1 -2.206 -0.975 -1.163
H3 5.350 3.653 -0.554
H4 6.746 -0.479 1.133
O2 -3.731 -0.023 1.640
C2 -0.325 0.684 -1.411
C3 0.808 -0.038 -0.660
H5 -4.351 2.834 0.295
H6 -5.480 2.719 2.486
H7 2.015 1.473 -1.315
C4 4.969 3.237 -1.492
H8 -6.136 1.111 2.089
N1 1.993 0.603 -0.800
C5 -5.130 2.076 0.449
C6 4.730 -1.155 0.982
C7 5.551 0.888 -0.003
H9 4.491 -3.961 2.600
H10 -6.060 2.414 -0.011
H11 -2.221 -3.999 -2.600
H12 6.377 1.559 -0.174
H13 -0.237 0.475 -2.483
C8 -1.754 -2.027 -1.934
O3 3.966 2.279 -1.259
C9 4.293 1.168 -0.512
H14 3.615 -3.624 1.086
C10 -3.424 -1.048 -0.484
O4 -4.793 0.883 -0.245
C11 3.463 -0.884 0.475
H15 5.798 2.818 -2.069
H16 4.492 4.028 -2.069
C12 -4.010 1.129 2.423
N2 -1.615 0.266 -0.937
H17 -0.263 1.763 -1.240
C13 -3.645 0.243 0.264
H18 3.209 -2.724 2.573
C14 -2.357 1.036 -0.096
H19 -4.360 -4.131 -1.410
O5 -2.048 2.154 0.261
C15 -4.211 -2.172 -0.560
H20 -0.808 -1.985 -2.448
C16 5.768 -0.261 0.736
H21 -5.148 -2.220 -0.029
C17 3.244 0.268 -0.264
C18 -2.554 -3.160 -2.007
H22 2.631 -1.544 0.646
C19 -3.762 -3.236 -1.335
C20 -5.298 1.795 1.941
O6 5.043 -2.255 1.719
C21 4.022 -3.183 2.001

Summary:
SMILES: COc1ccc(OC)c(NC(=O)CN2C(=O)C3(OCCCO3)c3ccccc32)c1
Calculated total energy, Eh: -1374.39690
LUMO energy, eV: 0.6
Kohn-Sham gap, eV: 8.48
Energy relative to the best compared isomer or geometry (same formula, charge and spin), kJ/mol: 190.1

---

# C21H22N3O8Sn

A molecular structure, C21H22N3O8Sn (ωB97M-V/def2-TZVPD, the OMol25 dataset).

Positions of all 55 atoms, in Å:
N1 0.963 1.435 3.444
O1 0.809 -0.780 1.922
C1 -1.229 2.489 -0.408
H1 -2.848 -0.075 -1.845
O2 -1.230 -2.412 1.019
O3 -2.102 -2.199 7.226
O4 0.079 -0.780 -2.696
H2 2.185 3.003 0.695
C2 2.815 0.857 0.705
H3 -1.955 0.636 -4.155
C3 0.730 0.948 -4.396
H4 0.600 1.298 -5.430
H5 -1.605 2.084 1.753
C4 2.435 1.967 -1.278
C5 -0.251 0.130 5.227
O5 -1.818 -3.825 2.592
C6 2.427 2.103 0.140
O6 -1.270 -0.231 7.730
H6 0.363 1.733 -3.726
H7 -2.039 -1.133 -4.223
C7 0.224 0.256 3.933
C8 -0.865 -1.838 3.291
Sn1 -0.182 -0.691 0.022
H8 3.369 -1.095 -0.253
C9 -1.299 -1.998 4.611
H9 -1.582 -0.200 -5.673
H10 0.140 -2.865 -2.854
H11 -1.882 -2.874 4.880
H12 1.798 0.817 -4.202
H13 1.669 -1.501 -5.075
C10 -2.307 0.611 -1.195
H14 -0.740 3.461 -0.399
H15 -0.055 0.904 5.967
C11 -2.227 0.506 0.261
C12 -1.488 -0.257 -4.581
C13 3.048 -0.061 -0.361
C14 -1.657 1.803 -1.580
O7 1.890 1.892 4.129
C15 0.058 -0.784 2.989
H16 2.202 2.749 -1.998
C16 -1.621 1.752 0.720
H17 2.995 0.223 -2.583
C17 -0.032 -0.337 -4.188
H18 2.980 0.655 1.756
H19 -1.579 2.189 -2.594
C18 -0.999 -1.012 5.566
N2 -1.485 -1.156 6.918
C19 0.738 -1.990 -3.143
H20 1.749 -2.038 -2.715
C20 0.678 -1.627 -4.630
H21 0.066 -2.328 -5.205
N3 -1.313 -2.748 2.282
H22 -2.816 -0.173 0.877
C21 2.834 0.630 -1.588
O8 0.632 1.882 2.324

Summary:
Charge: -1
Calculated total energy, Eh: -1793.53894
LUMO energy (alpha / beta), eV: 1.3 / -0.1
Kohn-Sham gap (alpha / beta), eV: 5.20 / 2.48
Energy relative to the best compared isomer or geometry (same formula, charge and spin), kJ/mol: 0.0

---

# C21H22N4O2S

A single C21H22N4O2S molecule (ωB97M-V/def2-TZVPD, the OMol25 dataset).

Positions of all 50 atoms, in Å:
O1 0.421 -1.225 -0.338
S1 2.303 -3.070 1.000
C1 2.143 2.176 0.465
C2 -5.290 -1.597 -0.848
N1 3.140 -0.580 0.790
C3 -3.055 -1.311 -0.005
H1 0.803 2.539 -1.182
H2 4.275 2.497 0.255
H3 -0.828 3.699 1.788
C4 -3.806 -3.470 -0.758
C5 1.813 2.171 -1.021
C6 3.279 -1.775 0.331
C7 3.884 0.407 0.216
H4 -4.516 0.255 -0.111
C8 -1.924 0.864 0.305
H5 2.507 2.801 -1.573
C9 -1.390 1.706 1.279
H6 -1.326 -1.356 2.293
N2 -2.087 -0.497 0.588
H7 1.965 3.170 0.879
C10 -2.270 1.392 -0.937
C11 -4.312 -0.787 -0.307
H8 -1.100 1.304 2.239
H9 3.781 1.797 1.810
C12 0.117 -1.434 0.807
H10 -2.387 3.142 -2.147
N3 -1.092 -1.107 1.340
C13 -1.606 3.582 -0.202
C14 -2.117 2.743 -1.180
N4 4.155 -2.122 -0.631
H11 -2.645 0.738 -1.708
H12 -5.813 -3.571 -1.499
O2 5.786 -1.555 -2.099
C15 1.048 -2.065 1.839
H13 1.870 1.160 -1.418
C16 4.791 0.152 -0.764
H14 -1.489 4.637 -0.399
H15 4.215 -3.081 -0.954
C17 -5.044 -2.941 -1.078
H16 1.581 -1.279 2.375
H17 0.522 -2.722 2.529
C18 -2.816 -2.667 -0.224
H18 -6.258 -1.176 -1.081
H19 5.373 0.938 -1.216
C19 -1.236 3.056 1.023
H20 1.487 1.470 0.976
C20 3.602 1.783 0.732
C21 5.003 -1.184 -1.254
H21 -1.851 -3.091 0.007
H22 -3.603 -4.516 -0.930

Summary:
SMILES: CCCc1cc(=O)[nH]c(SCC(=O)NN(c2ccccc2)c2ccccc2)n1
Calculated total energy, Eh: -1581.15154
LUMO energy, eV: 0.3
Kohn-Sham gap, eV: 8.26
Energy relative to the best compared isomer or geometry (same formula, charge and spin), kJ/mol: 108.0

---

# C21H22N4O3

A single C21H22N4O3 molecule (ωB97M-V/def2-TZVPD, the OMol25 dataset).

Positions of all 50 atoms, in Å:
C1 -2.042 3.658 2.243
H1 3.529 -3.400 0.767
C2 -2.001 0.218 0.830
N1 -2.302 2.245 2.076
H2 3.274 1.349 -2.305
H3 1.538 -3.396 2.229
C3 3.640 -2.538 -1.748
C4 -4.145 -0.439 3.744
C5 2.505 -2.531 -0.909
N2 -0.984 2.076 0.049
H4 -0.978 3.821 2.415
C6 -2.802 -0.561 1.712
O1 -3.052 -1.752 1.625
H5 1.456 2.641 -0.207
H6 3.711 1.668 -0.625
H7 2.455 0.490 -1.005
H8 -1.309 -1.336 -2.000
H9 -3.695 -0.353 4.733
H10 -0.598 -2.513 1.389
C7 1.238 -1.554 -2.737
C8 -1.186 -1.421 -0.920
C9 -3.097 1.573 2.983
H11 -4.231 -1.483 3.453
C10 1.482 -3.015 1.220
C11 1.271 -2.021 -1.404
H12 -0.064 3.100 -2.099
H13 0.322 -1.162 -3.147
O2 -0.013 1.054 -1.848
C12 1.834 2.548 -1.226
H14 4.568 -2.926 -1.353
H15 0.995 2.143 -3.184
H16 -2.340 4.192 1.342
H17 -1.993 -2.030 -0.507
C13 2.356 -1.575 -3.524
C14 0.267 -2.510 0.742
H18 2.273 3.504 -1.515
C15 2.884 1.446 -1.295
C16 -0.732 1.044 -0.737
C17 0.148 -2.016 -0.534
N3 -3.303 0.221 2.760
C18 2.583 -3.020 0.411
C19 3.571 -2.068 -3.028
H19 4.444 -2.075 -3.664
C20 0.654 2.275 -2.155
O3 -3.596 2.137 3.934
H20 -5.127 0.034 3.767
N4 -1.322 -0.103 -0.336
H21 2.307 -1.211 -4.540
H22 -2.619 4.002 3.100
C21 -1.773 1.569 1.025

Summary:
SMILES: CCCOc1nc2c(c(=O)n(C)c(=O)n2C)n1Cc1cccc2ccccc12
Calculated total energy, Eh: -1258.26895
LUMO energy, eV: 0.4
Kohn-Sham gap, eV: 8.46
Energy relative to the best compared isomer or geometry (same formula, charge and spin), kJ/mol: 0.0

---

# C21H22N8OSW

A molecular structure, C21H22N8OSW (ωB97M-V/def2-TZVPD, the OMol25 dataset).

Positions of all 54 atoms, in Å:
H1 -1.862 0.539 2.332
C1 0.241 0.177 2.112
C2 0.952 -0.265 -5.495
C3 0.926 4.294 -0.328
N1 0.316 0.920 0.879
H2 1.238 -0.881 -6.335
H3 -4.703 -1.318 -0.329
H4 -0.231 2.824 -4.674
O1 1.783 -1.002 -0.816
N2 0.677 -0.034 -3.159
H5 1.349 -1.794 -4.036
H6 3.615 -1.886 -0.894
H7 -2.026 -0.800 4.420
H8 3.172 -0.986 -2.360
H9 0.265 5.097 2.901
H10 0.448 1.462 -6.676
C4 2.805 -1.648 -1.579
C5 0.136 1.811 -4.584
N3 -1.779 -2.030 0.367
N4 -0.127 1.784 -2.100
N5 -3.784 -2.716 0.882
H11 0.004 -2.656 -0.246
H12 2.173 -1.625 4.214
N6 0.988 1.979 -1.268
C6 0.442 2.341 0.992
H13 -2.747 -4.506 2.478
C7 -0.990 0.042 2.744
C8 0.728 5.073 0.810
C9 0.405 4.481 2.025
C10 0.507 1.044 -5.679
N7 -3.814 -1.670 -0.002
H14 2.334 -0.280 2.131
H15 0.840 6.146 0.748
H16 -1.313 -4.651 1.453
C11 0.259 3.101 2.132
C12 1.023 -0.780 -4.220
W1 0.335 0.152 -0.896
C13 0.781 2.934 -0.210
C14 1.287 -1.167 3.798
S1 -2.107 0.074 -1.325
H17 0.021 -1.828 1.194
C15 -2.527 -2.932 1.109
H18 -1.337 -3.475 2.784
C16 -1.075 -0.706 3.911
C17 -1.940 -3.951 2.007
C18 0.254 1.216 -3.351
C19 0.060 -1.314 4.435
C20 1.384 -0.416 2.632
H19 0.003 2.642 3.077
C21 -2.611 -1.228 -0.323
H20 2.419 -2.569 -2.017
H21 1.204 4.737 -1.275
H22 -0.007 -1.887 5.350
N8 -0.399 -1.869 0.261

Summary:
Charge: +2
Calculated total energy, Eh: -1791.48966
LUMO energy (alpha / beta), eV: -7.6 / -7.6
Kohn-Sham gap (alpha / beta), eV: 6.46 / 6.46
Energy relative to the best compared isomer or geometry (same formula, charge and spin), kJ/mol: 6.8

---

# C21H22NPtS3

A molecular structure, C21H22NPtS3 (ωB97M-V/def2-TZVPD, the OMol25 dataset).

Positions of all 48 atoms, in Å:
C1 2.374 -1.404 -0.891
H1 3.603 -1.912 -2.550
C2 3.516 -1.872 -1.477
C3 3.295 -1.925 1.321
H2 -3.151 0.991 -3.379
H3 1.741 0.946 -2.488
C4 3.099 -1.968 2.719
C5 -3.337 0.487 -2.430
H4 -2.860 3.876 -1.943
H5 -4.415 0.317 -2.358
H6 -0.990 4.007 -0.435
C6 -0.834 3.523 -1.402
H7 5.472 -2.716 -1.162
C7 -1.279 0.080 2.043
S1 0.450 2.266 -1.060
H8 3.868 -2.392 3.349
S2 -0.827 -0.861 -2.107
C8 -0.370 -0.565 2.918
H9 -3.769 0.809 4.215
H10 -0.096 -1.233 4.960
H11 -2.039 2.760 -3.039
C9 2.219 -1.399 0.525
H12 -2.204 -0.305 5.775
C10 -2.472 0.586 2.512
S3 -2.924 1.656 -1.071
H13 1.533 -1.083 -1.485
C11 4.580 -2.340 -0.687
Pt1 -0.753 0.424 0.033
C12 -2.643 -0.860 -2.344
C13 4.478 -2.332 0.695
C14 -0.215 0.453 -3.256
C15 -2.817 0.439 3.863
H14 -2.845 -1.422 -3.260
H15 -3.008 -1.447 -1.495
C16 -2.145 3.049 -1.995
H16 5.321 -2.628 1.305
H17 0.290 -0.081 -4.066
C17 -0.747 -0.714 4.272
C18 0.917 -1.007 2.416
H18 -1.083 0.946 -3.681
H19 -3.172 1.108 1.869
H20 1.778 -1.554 4.327
C19 -1.943 -0.207 4.729
H21 -0.374 4.257 -2.068
C20 0.786 1.442 -2.671
H22 0.950 2.243 -3.394
N1 1.113 -0.925 1.089
C21 1.930 -1.513 3.261

Summary:
2S+1: 5
<S²>: 6.046
Charge: +3
Calculated total energy, Eh: -2180.94299
LUMO energy (alpha / beta), eV: -9.8 / -12.9
Kohn-Sham gap (alpha / beta), eV: 7.63 / 4.84

---

# C21H22O19Pd4

A molecular structure, C21H22O19Pd4 (ωB97M-V/def2-TZVPD, the OMol25 dataset).

Positions of all 66 atoms, in Å:
H1 -1.962 -1.018 -5.314
H2 1.457 -7.216 -0.689
O1 3.055 -1.762 0.049
H3 3.022 -0.082 -2.433
C1 -0.610 1.898 0.495
H4 -0.932 -3.076 -4.349
O2 -4.932 -3.732 -5.134
H5 1.118 -1.623 -0.618
C2 -1.543 0.078 -1.024
O3 -0.177 -5.933 -0.424
H6 2.929 2.247 1.550
C3 3.826 -0.742 0.353
H7 0.019 1.414 2.494
C4 2.278 1.846 4.360
H8 -0.610 5.103 2.472
O4 -2.150 -1.932 0.164
C5 -3.889 -3.177 -4.842
C6 -1.254 5.026 3.348
H9 -1.821 -2.680 -2.862
C7 -0.794 -0.368 1.433
H10 2.255 -6.012 -2.397
C8 -0.367 1.034 1.560
O5 1.770 1.180 5.256
O6 1.382 -4.523 -1.357
C9 3.452 2.321 2.504
O7 -0.623 -1.298 2.242
O8 -3.929 7.140 3.354
H11 -2.576 3.565 4.170
Pd1 -3.052 3.249 -2.626
C10 -2.436 4.044 3.201
O9 2.315 3.229 4.374
C11 3.185 3.563 3.313
H12 0.559 -5.495 -2.914
O10 4.573 -0.705 1.283
O11 -3.421 4.915 2.803
C12 2.502 -0.138 -1.476
O12 -0.249 3.143 0.675
O13 -3.705 -1.927 -5.022
H13 -0.632 4.607 4.139
Pd2 0.308 4.865 -0.767
C13 -1.099 1.345 -0.879
O14 -1.038 1.958 -2.017
H14 -0.072 -7.368 -1.663
C14 0.655 -6.693 -1.210
O15 -0.044 -3.857 0.364
O16 3.444 0.280 -0.510
O17 -1.914 6.209 3.768
H15 4.497 2.091 2.299
C15 0.400 -4.673 -0.343
H16 2.326 -2.203 -1.807
O18 -2.873 -3.785 -4.221
H17 -2.068 3.240 2.563
H18 -2.668 -0.672 -3.822
C16 -1.600 -0.849 0.133
C17 -3.180 6.148 3.346
Pd3 0.117 2.775 -4.080
C18 2.141 -1.518 -0.980
H19 -1.789 -0.411 -1.955
C19 1.272 -5.643 -2.104
H20 2.675 4.219 2.607
Pd4 -1.813 -3.129 1.890
O19 2.956 1.367 3.333
C20 -2.542 -1.497 -4.524
H21 1.658 0.537 -1.341
H22 4.124 3.901 3.751
C21 -1.904 -2.798 -3.943

Summary:
2S+1: 9
<S²>: 20.029
Charge: +6
Calculated total energy, Eh: -2751.04472
LUMO energy (alpha / beta), eV: -17.6 / -19.7
Kohn-Sham gap (alpha / beta), eV: 5.70 / 3.66

---

# C21H23AgF5N4S3

A molecular structure, C21H23AgF5N4S3 (ωB97M-V/def2-TZVPD, the OMol25 dataset).

Positions of all 57 atoms, in Å:
N1 -1.092 0.481 -1.033
H1 -2.593 -1.330 1.517
C1 -3.426 -0.699 1.221
H2 -2.229 -0.077 4.968
F1 7.829 0.950 -0.605
H3 -4.676 -2.038 2.313
C2 -4.505 -0.111 -0.955
H4 -5.985 -2.882 0.386
C3 2.047 2.738 -1.771
H5 -6.344 -1.189 -1.218
S1 1.667 3.032 -0.184
C4 -2.105 0.075 -0.653
F2 4.341 -0.581 -3.320
H6 -4.267 0.295 -1.935
H7 -1.649 2.315 2.232
C5 6.063 0.172 -1.967
C6 2.056 1.565 -3.847
C7 -1.635 -0.371 4.113
N2 -0.347 -0.239 2.265
H8 -4.262 -2.985 0.036
H9 -5.092 0.642 -0.418
Ag1 0.746 0.510 0.477
H10 -0.536 -3.305 1.300
H11 -1.596 2.382 4.002
C8 3.862 -0.335 -1.011
N3 -3.271 -0.363 -0.216
H12 -0.097 2.406 3.053
C9 3.123 2.622 -4.134
H13 -5.568 -0.711 1.589
C10 -1.265 -1.692 3.730
H14 -1.531 -2.620 4.223
H15 0.811 -3.283 2.436
H16 0.833 -2.220 1.029
C11 -1.040 0.480 3.194
N4 1.379 1.970 -2.625
C12 -5.288 -1.424 -1.066
C13 -4.758 -1.425 1.416
C14 0.190 -2.648 1.798
F3 6.864 0.226 -3.043
S2 3.483 3.407 -2.530
H17 1.337 1.503 -4.664
H18 -4.942 -1.976 -1.942
H19 -3.369 0.202 1.837
C15 -0.476 -1.562 2.596
H20 0.663 1.365 -2.231
H21 4.036 2.175 -4.518
C16 6.555 0.553 -0.739
H22 2.778 3.385 -4.828
C17 5.714 0.505 0.351
C18 -1.101 1.975 3.118
C19 -5.088 -2.289 0.199
F4 6.180 0.873 1.551
H23 2.502 0.581 -3.698
F5 3.669 0.049 1.320
C20 4.408 0.074 0.212
C21 4.757 -0.254 -2.087
S3 2.238 -0.901 -1.243

Summary:
Charge: -1
Calculated total energy, Eh: -2873.97812
LUMO energy, eV: 2.5
Kohn-Sham gap, eV: 6.37